Record 1
Entry from the Open Molecules 2025 dataset: C20H50BN2O13V as an isolated structure (ωB97M-V/def2-TZVPD).

Each line ends with the Löwdin charge.
Cartesian coordinates (Å):
O1 -2.383154 -24.362525 -6.642932  -0.38
V1 -2.127933 -22.808846 -6.521283  0.94
C1 -2.893061 -21.307142 -8.694147  -0.78
O2 -2.236924 -21.021079 -9.765490  -0.11
O3 -3.310801 -22.501034 -8.367464  -0.19
O4 -2.182561 -20.874145 -7.669139  -0.19
C2 0.586324 -22.626803 -6.639160  -0.82
O5 -0.154194 -22.606772 -5.562308  -0.18
O6 1.357600 -21.654376 -6.951538  -0.12
O7 -0.202761 -22.953170 -7.652003  -0.17
B1 -3.426654 -22.404802 -4.638739  -0.43
H1 -4.126044 -22.133121 -3.735799  0.03
H2 -2.878911 -23.391322 -4.478604  -0.01
H3 -4.045835 -22.493480 -5.601917  0.00
H4 -2.700580 -21.532743 -4.747086  0.00
C3 -7.670513 -22.850430 -0.625757  -0.12
O8 -6.717608 -22.359895 0.290173  -0.20
C4 -5.434664 -22.154410 -0.301491  -0.19
C5 -5.435279 -20.996341 -1.270788  -0.20
N1 -5.389134 -19.700785 -0.567296  -0.04
C6 -5.486500 -18.595947 -1.504831  -0.21
C7 -5.773715 -17.279067 -0.816724  -0.23
O9 -6.995312 -17.384973 -0.107952  -0.19
C8 -7.399271 -16.191111 0.496212  -0.14
H5 -7.346220 -23.819060 -1.014562  0.09
H6 -7.895947 -22.179379 -1.459891  0.07
H7 -8.623653 -22.909844 -0.094037  0.08
H8 -5.098260 -23.067891 -0.806881  0.11
H9 -4.702628 -21.980229 0.486749  0.12
H10 -6.257340 -20.936074 -1.989417  0.08
H11 -4.550077 -21.061338 -1.907201  0.09
H12 -6.245317 -19.633124 -0.022414  0.10
H13 -6.292605 -18.804740 -2.228575  0.11
H14 -4.583039 -18.455736 -2.103800  0.11
H15 -5.802567 -16.454118 -1.538528  0.12
H16 -4.962086 -17.083203 -0.101515  0.12
H17 -6.733523 -15.878850 1.311414  0.08
H18 -8.422368 -16.290974 0.853239  0.08
H19 -7.370765 -15.380303 -0.246607  0.08
C9 -3.373483 -25.815229 -2.614077  -0.11
O10 -3.156314 -24.755085 -1.701573  -0.21
C10 -1.823833 -24.271275 -1.804926  -0.22
C11 -1.728930 -22.885199 -1.195444  -0.21
N2 -1.737341 -21.883753 -2.237957  -0.04
C12 -1.849044 -20.555186 -1.672708  -0.21
C13 -2.023166 -19.511780 -2.793992  -0.24
O11 -0.846381 -19.570615 -3.561810  -0.19
C14 -0.941213 -19.143961 -4.914453  -0.08
H20 -2.988643 -25.589165 -3.610530  0.09
H21 -4.449395 -25.959993 -2.741096  0.08
H22 -2.983349 -26.735899 -2.160194  0.07
H23 -1.476721 -24.206184 -2.841210  0.12
H24 -1.167937 -25.008869 -1.314248  0.11
H25 -0.821326 -22.739941 -0.598477  0.11
H26 -2.585458 -22.738073 -0.509891  0.10
H27 -2.469251 -22.055274 -2.928035  0.03
H28 -1.016030 -20.348530 -0.992880  0.11
H29 -2.758853 -20.500057 -1.043614  0.09
H30 -2.200561 -18.489952 -2.430067  0.11
H31 -2.880665 -19.876760 -3.373635  0.10
H32 0.027294 -19.139271 -5.407364  0.09
H33 -1.324465 -18.114224 -5.030974  0.07
H34 -1.624096 -19.811951 -5.443748  0.06
C15 -6.710778 -21.096596 -6.220978  -0.04
C16 -6.793612 -21.147449 -4.683870  -0.51
C17 -8.101207 -20.622885 -4.141366  -0.07
O12 -6.442544 -22.419795 -4.178228  -0.09
H35 -6.538695 -20.066686 -6.544033  0.08
H36 -7.565416 -21.531561 -6.745205  0.07
H37 -5.839673 -21.648485 -6.577503  0.06
H38 -5.981337 -20.465562 -4.383461  0.13
H39 -8.949120 -21.311829 -4.179809  0.08
H40 -8.423368 -19.789354 -4.774222  0.07
H41 -7.986951 -20.229133 -3.128555  0.04
H42 -5.496314 -22.529977 -4.419203  0.01
C18 -7.572091 -24.588534 -8.186098  -0.08
C19 -6.078272 -24.313944 -8.211756  -0.53
C20 -5.235903 -25.436853 -8.797520  -0.06
O13 -5.863239 -23.109584 -8.920159  -0.09
H43 -7.962429 -24.728691 -9.198679  0.07
H44 -8.079444 -23.717816 -7.765993  0.05
H45 -7.812333 -25.447809 -7.555567  0.06
H46 -5.719382 -24.174728 -7.180884  0.13
H47 -5.673035 -26.399694 -8.507173  0.06
H48 -4.170580 -25.363575 -8.577838  0.07
H49 -5.249232 -25.399191 -9.894634  0.07
H50 -4.888828 -22.919508 -8.814144  0.04

Forces on the atoms, in the same order (eV/Å):
O -0.540 -0.100 0.258
V 3.829 0.051 -3.373
C 9.293 -1.623 0.216
O -4.317 0.317 -1.373
O -3.342 -1.254 -0.503
O -1.728 1.570 3.348
C -4.767 6.612 -3.584
O -0.194 -1.172 2.624
O 2.606 -2.238 1.890
O -0.670 -2.650 -0.356
B -0.917 0.298 0.722
H -0.401 0.120 0.683
H 0.772 -1.422 0.683
H -1.057 -0.116 -1.485
H 1.254 1.326 -0.362
C -0.297 0.185 0.133
O -0.003 0.276 0.317
C -0.236 -0.286 -0.733
C 0.691 1.000 -0.219
N -0.084 0.225 0.342
C -0.393 0.108 -0.484
C 0.451 -0.385 0.387
O -0.412 -0.097 0.058
C 0.338 0.381 -0.494
H -0.200 -0.049 -0.123
H 0.484 0.002 -0.144
H 0.134 -0.400 0.202
H -0.165 -0.003 -0.157
H -0.243 0.214 0.188
H -0.180 -0.770 0.118
H 0.067 -0.115 0.093
H 0.124 -0.166 0.228
H -0.016 0.228 -0.110
H 0.160 -0.271 0.157
H -0.137 -0.027 -0.059
H 0.001 0.114 0.008
H -0.024 -0.171 0.131
H 0.036 -0.150 0.095
H -0.137 0.082 0.046
C -0.574 0.071 0.375
O -0.147 0.231 -0.581
C 0.435 -0.287 0.277
C -0.327 0.291 -0.293
N 0.419 0.290 0.646
C -0.958 0.259 -0.232
C 0.911 -1.188 -0.192
O 0.514 0.713 0.099
C -0.816 -0.010 -0.176
H 0.327 -0.134 0.076
H -0.045 0.156 0.186
H 0.300 -0.148 -0.439
H -0.248 0.022 -0.090
H 0.087 0.150 0.179
H 0.071 -0.195 -0.017
H 0.036 -0.237 0.207
H 0.376 0.010 0.265
H 0.258 0.083 -0.271
H 0.050 0.250 0.214
H -0.129 0.012 0.183
H -0.102 0.365 -0.173
H 0.144 -0.542 0.299
H -0.152 0.032 0.402
H 0.195 0.094 -0.341
C 0.139 -0.221 0.056
C 1.097 0.066 -0.994
C -0.360 0.412 -0.066
O -0.922 -0.093 0.049
H -0.279 0.033 -0.069
H -0.169 0.101 0.149
H 0.038 -0.003 0.113
H -0.195 0.216 0.270
H 0.302 -0.391 0.090
H 0.172 0.134 0.079
H -0.164 -0.170 0.086
H -0.255 -0.141 0.186
C 0.027 0.200 0.021
C 0.665 0.505 0.112
C -0.248 -0.408 -0.819
O -0.277 -0.339 -0.010
H 0.056 -0.153 -0.023
H 0.013 0.010 0.024
H 0.012 -0.098 -0.110
H -0.206 -0.029 0.116
H 0.380 -0.126 0.159
H -0.123 0.061 0.593
H -0.409 0.091 -0.004
H 0.302 0.413 0.020

Summary:
2S+1: 2
Total charge: -3
Energy relative to the best compared isomer or geometry (same formula, charge and spin), kJ/mol: 0.0
DFT total energy, Ha: -2848.290804

=====

Record 2
Entry from the Open Molecules 2025 dataset: a 10-piece molecular cluster, C20H50BO17 overall (ωB97M-V/def2-TZVPD).

Each line ends with the Löwdin charge.
Cartesian coordinates (Å):
O1 -1.748674 -3.700137 1.024515  0.11
C1 -1.264734 -2.694207 0.511925  -0.36
O2 -0.094884 -2.140637 0.727795  0.27
B1 0.029926 -0.986577 -0.102285  -0.91
O3 -1.243664 -0.869887 -0.806715  0.27
C2 -1.964014 -1.874357 -0.563635  -0.43
O4 -3.027754 -2.125577 -1.133735  0.10
O5 1.216116 -1.060157 -1.027705  0.18
C3 2.045596 0.025973 -0.819555  -0.30
O6 3.164696 0.078403 -1.345735  0.10
C4 1.424496 0.768863 0.364505  -0.40
O7 0.308366 0.176423 0.750005  0.23
O8 1.852036 1.727583 0.958485  0.13
C5 4.409956 6.799763 4.446965  -0.10
C6 4.776996 7.685083 3.256815  -0.32
O9 4.681416 8.964643 3.830015  -0.09
H1 3.706986 7.316223 5.100575  0.08
H2 5.339826 6.656703 4.997405  0.07
H3 4.054556 5.815163 4.143075  0.07
H4 4.077886 7.458853 2.451735  0.11
H5 5.777806 7.468763 2.883065  0.11
H6 5.334806 9.019663 4.531195  0.08
C7 -1.661124 -6.101567 6.032605  -0.07
C8 -0.642304 -7.172977 5.413535  -0.30
O10 -0.383354 -8.092167 6.417955  -0.09
H7 -1.548764 -5.112447 5.588655  0.06
H8 -1.656434 -5.970117 7.114645  0.06
H9 -2.711694 -6.332087 5.855695  0.05
H10 0.316046 -6.717097 5.164815  0.11
H11 -1.039064 -7.694237 4.542335  0.11
H12 -1.240054 -8.518697 6.493805  0.08
C9 -0.413624 2.818603 -5.497455  -0.13
C10 -1.292594 1.699913 -5.607965  -0.36
O11 -2.306584 1.941523 -4.643465  -0.08
H13 0.395556 2.664883 -6.211375  0.08
H14 0.062496 2.998763 -4.533625  0.09
H15 -0.934294 3.698253 -5.875935  0.09
H16 -0.841054 0.719493 -5.456395  0.12
H17 -1.757224 1.719903 -6.593775  0.12
H18 -1.876604 2.023333 -3.789055  0.08
C11 5.771396 2.025603 -6.981595  -0.09
C12 5.754286 3.244243 -6.056795  -0.34
O12 6.166096 4.354923 -6.816355  -0.08
H19 5.036246 1.290173 -6.654805  0.07
H20 6.737036 1.520263 -6.965055  0.07
H21 5.390126 2.357773 -7.947205  0.07
H22 6.366376 3.035933 -5.179265  0.11
H23 4.732726 3.439653 -5.730725  0.11
H24 6.054006 5.062773 -6.177615  0.08
C13 -7.162004 -3.062587 4.155205  -0.07
C14 -7.699794 -3.849027 2.909755  -0.32
O13 -8.851154 -3.264467 2.344255  -0.08
H25 -7.149484 -2.011977 3.865105  0.07
H26 -6.192164 -3.505697 4.381395  0.07
H27 -7.785814 -3.049847 5.048955  0.06
H28 -7.950074 -4.864977 3.215215  0.10
H29 -6.952804 -4.068427 2.146885  0.11
H30 -9.634474 -3.685757 2.705535  0.08
C15 7.443766 1.045773 2.779915  -0.09
C16 8.529346 2.181163 2.897995  -0.28
O14 8.205306 3.186033 1.924565  -0.10
H31 6.413306 1.268313 3.056935  0.07
H32 7.586036 0.073233 3.251105  0.06
H33 7.465446 0.681243 1.752905  0.07
H34 9.543426 1.826453 2.713865  0.11
H35 8.327806 2.638153 3.866825  0.10
H36 7.344776 3.533753 2.169895  0.07
C17 -3.705014 3.532893 1.416205  -0.07
C18 -4.905854 4.557203 1.844505  -0.27
O15 -5.652354 3.836513 2.832775  -0.11
H37 -3.353774 3.815983 0.423935  0.06
H38 -3.988454 2.482423 1.350775  0.06
H39 -2.956674 3.662933 2.197985  0.06
H40 -5.579044 4.542273 0.987355  0.09
H41 -4.505174 5.550523 2.046675  0.10
H42 -5.668894 4.202103 3.720285  0.07
C19 -2.224894 -6.113037 -5.253295  -0.10
C20 -0.747084 -5.871467 -5.331845  -0.32
O16 -0.014844 -7.097237 -5.496025  -0.09
H43 -2.669034 -6.599467 -6.121755  0.07
H44 -2.682654 -5.136637 -5.094505  0.08
H45 -2.401604 -6.792517 -4.419515  0.07
H46 -0.286434 -5.281467 -4.539515  0.12
H47 -0.639174 -5.172437 -6.161195  0.10
H48 -0.300674 -7.656887 -6.221765  0.07
O17 -8.299804 -1.448307 -1.462605  -0.06
H49 -8.836234 -1.844797 -0.776115  0.02
H50 -7.399174 -1.655127 -1.212925  0.03

Forces on the atoms, in the same order (eV/Å):
O 1.294 1.899 -0.632
C -1.602 -2.755 0.862
O 0.022 -1.256 0.664
B 1.356 1.111 -0.362
O 1.806 2.569 -0.957
C -3.926 -2.063 -1.219
O 1.720 0.091 1.334
O 0.196 1.736 0.335
C 1.900 -3.450 -1.322
O -3.145 0.900 1.446
C -0.357 1.570 1.467
O 0.162 -0.098 -0.806
O 0.560 -0.234 -0.797
C 0.879 -1.022 -0.368
C -0.525 -1.157 1.420
O 0.005 1.631 -1.231
H -0.166 -0.195 -0.292
H -0.058 -0.204 0.413
H -0.127 -0.051 0.184
H -0.162 1.009 -0.075
H 0.111 0.013 -0.056
H 0.042 -0.031 -0.001
C -0.013 0.011 -1.250
C -0.875 2.135 0.873
O 0.035 -1.415 0.584
H 0.225 0.024 -0.078
H 0.893 -0.315 0.033
H -0.055 -0.472 -0.410
H -0.198 0.181 -0.137
H -0.145 0.390 -0.257
H 0.135 -0.530 0.629
C 2.728 1.908 -1.462
C -1.771 -1.183 0.754
O -1.103 -0.627 -0.028
H 0.476 0.161 -0.066
H -0.296 -0.095 0.138
H 0.033 0.250 0.478
H 0.177 -0.081 0.021
H -0.220 -0.248 0.055
H -0.024 -0.102 0.123
C -0.724 0.072 0.668
C -0.687 -1.399 -0.580
O 0.465 0.549 0.489
H 0.029 -0.078 0.281
H 0.017 0.256 -0.561
H 0.597 -0.135 -0.258
H 0.207 0.296 0.105
H -0.163 -0.205 0.243
H 0.250 0.636 -0.379
C -0.338 -0.244 -1.504
C -0.222 -0.777 1.663
O -0.204 0.416 -0.504
H 0.731 0.031 -0.052
H 0.154 0.523 0.195
H -0.284 -0.659 -0.146
H -0.127 -0.231 0.345
H 0.194 0.917 -0.091
H 0.102 0.044 0.039
C 0.863 -0.939 -0.878
C -2.814 -0.501 0.079
O 0.639 -0.183 -0.024
H 0.148 0.788 -0.138
H 0.787 0.240 0.869
H -0.351 0.510 -0.394
H -0.186 0.160 0.207
H 0.999 -0.094 0.380
H -0.099 0.020 -0.112
C -1.049 1.964 0.594
C 0.924 -3.570 -1.328
O -0.231 0.495 0.451
H 0.401 0.153 0.146
H -0.474 0.251 0.268
H 0.374 -0.254 -0.348
H 0.011 0.703 -0.060
H -0.278 -0.114 0.468
H 0.327 0.361 -0.191
C -0.059 -0.097 1.189
C 0.120 -0.269 -1.658
O 0.608 0.560 0.659
H 0.322 0.211 -0.314
H -0.438 -0.191 0.123
H -0.373 0.222 0.230
H -0.297 -0.704 0.599
H 0.554 -0.209 -0.686
H -0.435 0.483 -0.129
O -0.173 0.112 -0.236
H -0.114 -0.102 0.236
H 0.312 -0.024 0.037

Summary:
2S+1: 1
Total charge: -1
Energy relative to the best compared isomer or geometry (same formula, charge and spin), kJ/mol: 261.6
DFT total energy, Ha: -2096.085878